[1]
DFT (ωB97M-V with the def2-TZVPD basis set) results for a structure of composition C2H2O2P.

The relative energy (zero: lowest compared OMol25 entry of this formula, charge and spin) is 25.4 kcal per mole. For the largest force on an atom, the calculation gives 4.6 eV/A. As for the charge: -1.

Positions of all 7 atoms, in Å:
P -1.07 0.03 0.01
H 1.96 -0.10 1.20
H 1.41 -0.01 -1.43
O -1.72 1.40 -0.02
C 0.62 -0.10 -0.66
C 0.66 -0.07 0.71
O -1.85 -1.17 0.18

=====

[2]
DFT (ωB97M-V with the def2-TZVPD basis set) results for a structure of composition C22H20F4IrN9O2S.

As for the expectation value of S²: 0.76. The relative energy (zero: lowest compared OMol25 entry of this formula, charge and spin) is 73.4 kcal per mole. For the largest force on an atom, the calculation gives 1.5 eV/A. Its multiplicity is 2. As for the charge: +1.

Positions of all 59 atoms, in Å:
C -1.00 -2.23 0.77
H 0.81 -3.09 3.56
H 5.54 -3.67 6.10
C 0.27 -2.71 0.49
C 3.06 0.82 -0.51
N -1.29 -0.93 0.35
C 1.64 -2.74 4.16
H 0.29 2.29 2.29
N 5.03 -0.43 1.83
F -3.05 -2.72 1.89
Ir 0.15 0.22 -0.05
H 2.55 -4.66 4.29
H 4.72 -4.95 5.32
C 3.78 -1.80 5.69
H 2.87 0.12 5.56
C 1.74 -1.39 4.51
O 0.67 1.00 4.44
O -0.54 -0.87 3.35
C 2.81 -0.93 5.28
C 4.67 0.03 0.83
H 2.45 5.05 0.95
H 4.05 3.73 2.03
C -0.15 -4.84 1.51
H 0.17 -5.84 1.77
C 2.62 -3.62 4.56
N 1.55 0.08 2.26
C 0.77 3.79 1.01
C -1.41 -4.37 1.83
N 2.99 2.03 2.34
C -2.62 0.90 -0.32
N 4.69 -4.01 5.68
H -1.87 3.14 -1.60
H -3.45 -0.94 0.44
C 3.06 3.30 1.90
C -1.07 2.41 -1.47
C 0.70 -3.97 0.84
S 0.68 -0.28 3.79
C -1.83 -3.10 1.49
C -1.32 2.54 0.95
H 4.61 -1.45 6.29
N 0.02 2.81 1.47
H -2.65 0.02 1.67
H -1.90 2.09 1.74
H -0.10 2.90 -1.42
H -2.70 0.57 -1.35
H 0.28 4.45 0.29
C 2.26 1.06 2.29
N 4.27 0.55 -0.31
F 1.16 -1.85 -0.10
C 2.12 4.09 1.31
N -1.29 1.62 -0.22
F -2.25 -5.15 2.51
N 1.94 1.11 -0.77
H -1.77 3.50 0.67
H -1.05 1.72 -2.31
F 1.94 -4.34 0.53
C 3.72 -3.16 5.31
C -2.59 -0.30 0.62
H -3.44 1.59 -0.11

=====

[3]
DFT (ωB97M-V with the def2-TZVPD basis set) results for the molecule C5H6OS2.

The relative energy (zero: lowest compared OMol25 entry of this formula, charge and spin) is 29.2 kcal per mole. For the largest force on an atom, the calculation gives 2.1 eV/A. Its structure (SMILES) is C1S[C@H]2S[C@@H]1[C@@H]1O[C@H]21. As for the charge: 0.

Positions of all 14 atoms, in Å:
O 2.06 -0.33 -0.47
C 0.16 0.83 0.80
C 1.03 -0.43 0.50
H -0.31 0.08 -2.60
H -1.22 -0.54 1.70
C -1.27 0.30 0.91
H -1.97 1.07 1.18
S 0.21 1.73 -0.82
C -0.22 0.09 -1.48
S -1.81 -0.36 -0.70
H 0.88 -1.89 -1.18
C 0.80 -0.86 -0.87
H 1.20 -1.15 1.40
H 0.47 1.46 1.64

=====

[4]
DFT (ωB97M-V with the def2-TZVPD basis set) results for the molecule C18H27FN2O3S.

The relative energy (zero: lowest compared OMol25 entry of this formula, charge and spin) is 2.1 kcal per mole. For the largest force on an atom, the calculation gives 1.1 eV/A. Its structure (SMILES) is CC[C@H](C)NC(=O)CN(C1CCCCC1)S(=O)(=O)c1ccc(F)cc1. As for the charge: 0.

Positions of all 52 atoms, in Å:
C -1.20 0.81 1.96
O 2.74 0.91 -0.86
H 0.22 2.53 5.19
H -1.58 -3.91 1.10
S 1.54 1.56 -0.41
C 0.48 0.36 -2.63
H -2.87 2.27 -2.42
H -1.60 0.69 0.95
H 1.42 -0.15 -2.67
C -0.11 -5.34 1.74
C -2.14 1.66 2.81
C -1.71 0.81 -3.46
H 0.08 2.48 1.49
H -2.25 2.64 2.36
C -0.51 0.12 -3.57
H -1.11 -0.19 2.40
H 0.46 -4.64 2.35
N 1.12 0.81 1.01
H 0.56 -6.08 1.33
C -0.93 1.98 -1.54
H -2.24 2.45 4.82
H 1.70 -5.17 -0.45
N 0.76 -2.78 0.38
C 1.41 -0.58 1.11
H 1.56 -3.08 0.91
O -0.48 -1.04 -0.33
C 0.02 -3.81 -0.32
H 0.86 0.61 3.77
C -1.57 1.82 4.22
C 0.26 1.28 -1.62
C 0.45 -1.48 0.32
H 1.74 2.06 3.26
O 1.58 2.97 -0.14
C 0.98 -4.69 -1.11
C -0.18 2.44 4.18
F -2.68 0.58 -4.36
H -0.25 3.45 3.75
H 0.44 -5.47 -1.64
H -1.52 0.84 4.70
C -1.93 1.75 -2.46
H -0.38 -0.60 -4.36
C -0.87 -4.61 0.64
H -3.12 1.19 2.86
C 0.18 1.47 1.90
H -1.05 2.71 -0.75
H 2.42 -0.72 0.69
H 1.53 -4.09 -1.83
C 0.75 1.60 3.31
H -0.82 -5.85 2.39
H -1.45 -5.33 0.06
H -0.63 -3.28 -1.02
H 1.42 -0.89 2.16

=====

[5]
DFT (ωB97M-V with the def2-TZVPD basis set) results for the ion C4H3N2O5S with charge -1.

The relative energy (zero: lowest compared OMol25 entry of this formula, charge and spin) is 12.9 kcal per mole. For the largest force on an atom, the calculation gives 3.9 eV/A. Its structure (SMILES) is CS(=O)(=O)N1C(=O)C(=O)N=C1[O-]. As for the charge: -1.

Positions of all 15 atoms, in Å:
H 0.09 2.31 -1.94
C 1.13 -1.10 0.71
N 0.97 -1.33 1.93
S -0.49 0.04 -1.41
N -0.39 -0.66 0.03
O -0.75 -1.24 3.43
H 1.66 1.35 -1.71
C -1.13 -0.44 1.19
O 1.95 -1.15 -0.13
O 0.02 -0.74 -2.47
C 0.63 1.46 -1.38
H 0.56 1.79 -0.26
O -1.78 0.61 -1.68
O -2.14 0.20 1.36
C -0.32 -1.08 2.33

=====

[6]
DFT (ωB97M-V with the def2-TZVPD basis set) results for a structure of composition C7H23InN8O5.

The relative energy (zero: lowest compared OMol25 entry of this formula, charge and spin) is 111.9 kcal per mole. For the largest force on an atom, the calculation gives 5.0 eV/A. As for the charge: +2.

Positions of all 44 atoms, in Å:
In 36.15 -35.72 -34.24
C 39.10 -33.80 -38.89
H 37.72 -40.41 -37.53
H 40.42 -35.20 -38.69
H 34.07 -29.12 -31.38
H 41.79 -38.69 -36.45
C 34.32 -40.91 -32.37
N 33.29 -41.53 -31.84
H 43.10 -37.44 -36.47
N 42.19 -37.79 -36.23
C 37.37 -40.17 -39.48
H 31.99 -30.11 -33.86
H 36.56 -40.27 -40.21
N 35.17 -41.81 -32.82
H 40.14 -34.64 -40.38
H 35.63 -41.86 -37.15
C 36.78 -40.35 -38.08
O 38.72 -33.74 -37.72
C 36.26 -41.84 -38.04
N 40.05 -34.56 -39.38
O 33.74 -31.66 -33.15
H 38.99 -33.23 -40.75
H 37.06 -42.56 -37.88
H 33.44 -42.53 -31.87
H 32.76 -41.06 -31.12
H 38.17 -40.86 -39.72
H 35.63 -42.09 -38.89
O 34.40 -39.71 -32.57
H 34.72 -42.71 -32.89
N 32.59 -29.81 -33.11
H 43.09 -35.92 -35.42
C 41.51 -37.09 -35.34
H 37.76 -39.15 -39.57
H 35.75 -41.44 -33.55
H 41.84 -35.63 -34.15
C 33.56 -30.55 -32.70
O 36.11 -39.33 -37.46
H 32.25 -29.04 -32.55
N 34.28 -30.06 -31.71
N 38.60 -33.08 -39.83
O 40.33 -37.30 -35.05
H 35.09 -30.60 -31.46
N 42.17 -36.01 -35.03
H 37.92 -32.36 -39.64

=====

[7]
DFT (ωB97M-V with the def2-TZVPD basis set) results for the molecule CH5PS2.

The relative energy (zero: lowest compared OMol25 entry of this formula, charge and spin) is 34.9 kcal per mole. For the largest force on an atom, the calculation gives 3.1 eV/A. Its structure (SMILES) is CPSS. As for the charge: 0.

Positions of all 9 atoms, in Å:
C 1.36 0.03 0.73
S -1.16 -0.93 -0.58
H 1.12 0.18 -1.45
H 0.94 -0.05 1.80
H -3.18 0.35 -1.21
H 1.39 -1.02 0.39
S -2.96 -0.19 -0.08
H 2.22 0.78 0.86
P 0.28 0.86 -0.46

=====

[8]
DFT (ωB97M-V with the def2-TZVPD basis set) results for a structure of composition C44H34ClCrN5O14PS.

As for the expectation value of S²: 6.07. The relative energy (zero: lowest compared OMol25 entry of this formula, charge and spin) is 51.4 kcal per mole. For the largest force on an atom, the calculation gives 1.6 eV/A. Its multiplicity is 5. As for the charge: -1.

Positions of all 101 atoms, in Å:
C 2.36 -2.77 -2.18
H -1.70 -7.42 -1.72
C 0.36 3.63 2.30
H 1.01 1.74 -4.72
C 2.99 1.86 -3.86
H 1.70 -2.36 -4.84
O 2.08 -1.30 0.76
C -1.09 -0.89 -6.03
C 3.06 1.08 -1.57
C -1.26 2.42 -0.52
C -1.67 0.82 4.32
C 1.55 3.67 4.83
C -0.38 0.30 4.23
C -1.84 -0.83 -4.86
C -1.28 -6.43 -1.75
C 1.71 2.57 4.00
C 0.02 -1.77 -3.64
C -1.69 1.17 -1.24
O -0.28 -2.31 0.71
O -3.76 2.36 6.77
H 1.51 0.00 5.23
Cl -0.82 6.13 0.49
O 1.05 -1.21 3.15
O -0.26 0.09 1.87
H -1.88 -1.25 -2.76
H 0.03 0.80 -2.73
H 1.44 -1.45 2.26
H 1.22 1.69 2.10
H -2.89 2.67 -2.44
H -2.21 -5.75 0.08
C -1.58 3.79 -0.75
H 0.74 -1.54 -6.94
H 3.34 1.30 0.52
O 2.18 0.77 7.37
C 0.17 4.72 3.15
C 3.26 -2.13 -3.03
H -0.47 5.53 2.86
C 0.51 0.39 5.29
H 4.79 1.49 -0.45
P 0.64 -2.22 -1.98
H -1.53 1.94 7.55
C 0.09 1.01 6.49
O -2.60 1.26 -2.07
C 1.64 1.56 -3.86
O -2.11 -3.70 1.49
N 1.00 1.15 7.55
C -1.21 1.49 6.62
C -1.57 -5.51 -0.76
H 5.24 -2.12 -3.85
O -2.37 5.64 -1.99
H -2.84 -0.43 -4.87
O 0.60 1.65 8.63
S -1.57 -3.00 0.36
H -0.22 -6.77 -3.59
C 1.13 2.55 2.74
C -1.02 -4.24 -0.81
C 3.69 1.63 -2.69
C -2.36 4.44 -1.85
O -2.47 -2.20 -0.42
N -0.28 3.53 1.03
H 4.74 1.88 -2.62
C -1.29 -1.28 -3.67
C -0.45 -6.06 -2.80
H 5.32 -0.62 0.26
C 2.82 -3.81 -1.38
C 0.10 -4.80 -2.85
N -0.45 2.30 0.51
N 1.75 0.75 -1.59
H 6.01 -4.04 -2.50
C 0.11 -0.31 2.98
C 0.73 -1.90 -4.83
H -1.51 -0.51 -6.96
O -4.16 1.82 4.73
O -3.02 3.64 -2.66
H 2.15 -4.26 -0.65
H -2.37 0.76 3.50
C 4.27 -0.56 -0.05
H 2.00 3.68 5.81
C -0.17 -3.87 -1.84
H 4.47 -5.08 -0.86
H 3.84 -2.19 1.25
N -3.42 1.89 5.70
C -0.92 4.45 0.26
H 3.47 2.29 -4.73
O -1.07 0.08 -1.00
H 0.62 5.59 5.04
C 0.17 -1.45 -6.02
C 3.43 -1.19 1.05
C 4.99 -3.68 -2.39
C -2.07 1.39 5.55
H 0.75 -4.52 -3.67
H 2.96 -1.25 -3.59
H 3.57 -0.60 1.97
C 4.56 -2.60 -3.16
C 3.88 0.90 -0.33
C 0.77 4.73 4.40
H 2.29 1.72 4.34
Cr 0.49 -0.64 -0.14
C 4.13 -4.26 -1.48
H 4.16 -1.16 -0.95
C 1.08 1.02 -2.72

=====

[9]
DFT (ωB97M-V with the def2-TZVPD basis set) results for a structure of composition C22H34AsF5I2IrN4O2STe.

As for the expectation value of S²: 6.04. The relative energy (zero: lowest compared OMol25 entry of this formula, charge and spin) is 4.6 kcal per mole. For the largest force on an atom, the calculation gives 0.2 eV/A. Its multiplicity is 5. As for the charge: +1.

Positions of all 73 atoms, in Å:
H 2.23 2.01 0.01
F -0.99 -1.26 -3.42
H -2.86 5.87 -0.72
C 0.07 -1.05 4.21
O 0.74 1.09 -2.19
H -0.93 2.54 1.41
H 4.06 -5.68 1.15
H 3.19 0.33 -5.83
H 3.11 0.63 2.09
H -0.13 -5.37 1.84
C 4.19 -0.10 -3.97
C 2.98 0.14 -0.40
H 2.69 -0.89 -0.12
Ir 0.11 0.52 -0.33
H 4.97 -0.43 -1.99
H -4.19 3.78 -1.19
F -1.05 -3.81 -2.42
C 3.11 0.32 -4.75
C 2.25 -4.54 -1.30
C 1.84 0.70 -2.69
N 2.04 1.05 0.29
H -5.02 3.95 0.32
F -3.10 -2.04 -2.22
C -3.00 3.38 1.96
C 2.97 0.27 -1.90
H -1.88 -1.02 1.44
H 3.28 -4.21 -1.43
N -0.04 -0.11 1.62
As 1.88 -4.60 0.59
N -0.87 2.49 0.40
C 3.02 -5.99 1.28
C 1.12 -0.32 3.68
I 0.35 1.37 -5.24
H 0.12 -1.43 5.22
H 0.01 -6.25 0.30
O -1.58 -0.20 -0.86
H -1.05 2.59 -2.08
H -4.60 6.19 -0.68
H 2.83 -6.92 0.76
F 0.81 -1.61 -1.49
N -3.03 3.39 0.49
H -3.70 6.04 0.82
H -5.07 2.84 2.29
H -1.87 -1.88 3.77
C -1.04 -1.30 3.41
C 2.13 0.99 1.78
H 2.01 -0.12 4.27
H -2.63 2.40 2.27
C -1.06 -0.83 2.12
H -4.22 3.48 3.70
H -2.19 3.94 -2.07
C -4.35 3.59 2.62
F -1.95 -2.83 0.01
H -0.61 -4.57 0.32
C 1.96 0.73 -4.13
Te -1.30 -2.03 -1.70
H 2.12 -5.53 -1.73
H -2.29 4.13 2.32
H 2.01 2.01 2.15
H 3.99 0.32 -0.04
H -2.78 2.28 -2.04
C 4.11 -0.11 -2.56
H 1.58 -3.83 -1.77
C -1.95 2.94 -0.19
C 0.09 -5.28 0.78
C -4.08 4.16 -0.18
H -4.76 4.58 2.44
H 2.82 -6.10 2.34
C 1.04 0.14 2.38
C -2.00 2.94 -1.69
S 2.19 -2.78 1.56
I 5.93 -0.72 -4.87
C -3.79 5.65 -0.19

=====

[10]
DFT (ωB97M-V with the def2-TZVPD basis set) results for a structure of composition C27H60O27S6.

The relative energy (zero: lowest compared OMol25 entry of this formula, charge and spin) is 376.7 kcal per mole. For the largest force on an atom, the calculation gives 15.8 eV/A. As for the charge: 0.

Positions of all 120 atoms, in Å:
O -6.45 3.15 -3.99
O 4.49 1.53 2.35
C -0.06 6.96 1.13
H 1.53 -1.37 -3.27
S 3.91 -3.33 -2.93
C 2.19 1.97 -6.15
H -2.10 3.46 3.65
C 4.34 1.12 1.23
C 4.46 -4.68 -1.92
O -1.62 1.58 5.29
C -2.01 1.37 -1.18
C -5.54 2.53 -4.66
H 5.97 -5.84 1.01
C 5.11 0.19 -0.70
S 4.59 -3.80 2.51
C 3.09 -2.98 2.99
C 3.48 0.19 -0.63
S -1.82 1.90 0.45
H -2.02 -1.60 0.67
H -6.26 3.17 -1.92
H 1.07 -0.07 3.66
O 4.58 -2.14 -2.54
H -0.02 6.17 0.36
H 0.62 -0.47 5.92
O 3.20 0.86 0.52
H -6.60 0.59 -2.82
H 2.44 -2.93 2.39
C 5.40 -6.16 1.72
H 2.54 1.09 -5.70
H 4.58 -7.62 0.22
H -5.75 -2.78 -2.47
O 0.78 1.73 -6.38
O -3.14 1.75 1.00
H -1.92 3.00 6.58
C -2.26 2.84 5.64
H -1.94 -2.81 2.98
H -1.47 0.27 3.13
H -3.32 -3.16 2.58
H 0.78 7.47 1.07
C 0.27 -2.04 -1.86
O -4.94 2.82 -5.73
O -0.93 7.22 3.36
O 3.62 -3.60 -4.33
C -1.83 1.35 -5.52
C -1.89 3.78 4.55
H 0.18 0.98 7.22
S -4.30 -2.03 -1.05
H -3.32 -0.99 1.23
H -0.95 1.06 -1.70
H -1.83 2.40 -5.70
H 5.42 -4.84 -2.14
H 3.15 -0.95 -0.37
O 2.44 -2.97 -2.22
S -1.70 0.25 6.26
H -0.48 -1.28 -2.31
H 5.79 -6.41 2.69
C 1.33 -2.33 -2.87
H -1.96 0.80 -6.50
H 5.87 -8.50 1.18
H -2.38 1.11 -4.76
C 2.83 2.25 -7.46
C -1.55 8.00 2.57
H 0.19 -1.01 7.25
H 5.59 0.52 -1.56
C -6.68 2.64 -2.71
H 3.16 0.67 -1.70
H 5.24 -0.93 -0.74
H 2.81 -3.72 3.84
H 0.18 -1.37 2.57
O -1.06 3.05 0.67
O -3.06 -1.89 -1.83
O 5.04 -3.01 1.42
H -0.87 3.98 4.46
O 5.32 -3.93 3.79
H 0.75 6.02 3.10
H -0.40 1.69 3.04
O -5.34 1.27 -4.00
H 3.21 -2.02 3.42
H 2.20 2.99 -8.17
C -0.05 -0.21 6.62
C -2.94 -1.88 1.15
S -0.14 1.18 -5.14
H 4.44 -8.10 2.01
H -4.97 -4.06 -2.07
H 4.17 -4.51 -0.91
H -5.31 1.30 -1.92
O -0.95 0.64 1.11
H 3.92 2.80 -7.16
O -2.38 -0.76 5.39
H 1.42 -2.92 -3.86
H -2.61 0.36 -1.20
C -0.23 6.23 2.58
O 0.07 -0.31 -5.11
H 2.22 2.74 -5.17
H -7.87 2.55 -2.52
H -3.35 2.63 5.72
H 1.39 -0.32 2.06
H -6.08 -3.20 -1.10
O -1.17 7.78 1.24
H 3.97 -5.57 -2.11
C 5.00 -7.73 1.24
O -5.03 -0.84 -0.51
O -2.19 0.75 7.51
H -2.92 -1.45 3.38
C -5.98 1.32 -2.82
C 0.58 -0.35 2.62
C -0.57 0.65 2.48
C -5.40 -3.15 -1.77
H -2.47 2.23 -1.62
O -2.34 8.96 2.85
H 0.67 -1.72 -0.98
H -0.58 5.27 2.48
H -0.29 -3.07 -1.66
O -3.78 -2.71 0.35
C -2.74 -2.31 2.59
H 3.19 1.55 -8.24
O 4.25 -5.28 1.93
O 0.17 1.84 -3.89
H -2.49 4.72 4.77
O 5.43 0.76 0.56